# 1
Density functional theory data (ωB97M-V/def2-TZVPD) for a cluster of 2 separate species, C9H19P in total at a distorted geometry.

Geometry as ORCA input:
```
! wB97M-V def2-TZVPD RIJCOSX def2/J DEFGRID3
* xyz 0 1
C 0.7193 -0.4388 -1.8188
C 1.0576 -0.1580 -0.5728
C -0.6343 -0.8891 -2.3025
C 1.7065 -0.5683 -2.9589
C 2.3368 0.0176 0.0307
C -0.0020 -1.5384 2.0251
C -1.8558 1.1911 2.8776
C -1.3924 2.1048 0.2205
C -0.4640 -0.4249 1.0256
P -0.4801 1.2671 1.6163
H -0.7045 -1.8897 -2.6728
H -1.4315 -0.9053 -1.6360
H -1.0056 -0.3128 -3.0316
H 1.7105 -1.5529 -3.4727
H 2.8269 -0.3152 -2.7056
H 1.6267 0.0621 -3.8285
H 2.7028 0.9070 -0.5448
H 2.1644 0.2636 1.1675
H 3.1090 -0.7837 -0.0576
H -0.7766 -1.6679 2.9372
H 0.1461 -2.5225 1.4915
H 1.0646 -1.3979 2.4016
H -2.9230 0.8180 2.5220
H -2.0442 2.0841 3.2728
H -1.4840 0.6277 3.8297
H -2.4772 2.0985 0.4137
H -1.0603 1.6325 -0.6694
H -1.0177 3.0768 0.0595
H -1.4182 -0.7854 0.3808
*
```

Summary:
Gap between HOMO and LUMO   0.33700 Eh
LUMO level   0.972 eV
Largest force on an atom   4.92 eV Å⁻¹
DFT total energy   -695.488357 hartree

# 2
Density functional theory data (ωB97M-V/def2-TZVPD) for a cluster of 2 separate species, C6H12O4 in total at a distorted geometry.

Geometry as ORCA input:
```
! wB97M-V def2-TZVPD RIJCOSX def2/J DEFGRID3
* xyz 0 1
C 0.4875 2.9376 0.2607
C 0.6442 1.5527 0.8177
O 0.1415 1.1940 1.8601
H 0.2909 3.6451 1.0708
H 1.3805 3.2279 -0.3070
H -0.3625 2.9331 -0.4374
O 1.0178 0.5715 -0.3165
C 0.6170 -0.7891 -0.2053
C -0.6092 -1.0580 -1.0469
C -1.3035 -2.4028 -0.7827
C -2.4661 -1.5381 -0.2756
O -1.7636 -0.3235 -0.5996
H 1.4474 -1.4094 -0.5746
H 0.4199 -1.0290 0.8485
H -0.3940 -0.8340 -2.1034
H -1.5140 -2.9999 -1.6756
H -0.8203 -3.0288 -0.0229
H -3.4048 -1.6229 -0.8422
H -2.6807 -1.6089 0.8007
O 3.0559 1.2623 1.2141
H 2.8446 0.6496 0.3479
H 2.9717 0.6707 1.9691
*
```

Summary:
Gap between HOMO and LUMO   0.38438 Eh
SMILES string   CC(=O)OC[C@H]1CCO1.O
LUMO level   0.787 eV
Largest force on an atom   4.03 eV Å⁻¹
DFT total energy   -536.715725 hartree

# 3
Density functional theory data (ωB97M-V/def2-TZVPD) for the molecule C20H17N5O2S at a distorted geometry.

Geometry as ORCA input:
```
! wB97M-V def2-TZVPD RIJCOSX def2/J DEFGRID3
* xyz 0 1
C 0.4233 -1.9991 -6.6550
C 0.7345 -1.6502 -5.2484
C 1.1640 -2.4000 -4.1930
C 1.2635 -1.4574 -3.1360
N 0.9196 -0.2556 -3.5454
O 0.5902 -0.3706 -4.8597
N 1.6560 -1.6416 -1.8342
C 1.9563 -2.8213 -1.2327
O 1.9748 -3.9003 -1.7743
C 2.3094 -2.6272 0.2387
H 2.9732 -1.7759 0.3803
H 2.7642 -3.5409 0.6192
S 0.8472 -2.3709 1.3076
C 0.5083 -0.6592 1.1331
N 1.1919 0.0391 0.2334
C 0.8741 1.3087 0.0585
C -0.1267 1.9693 0.7665
C -0.8221 1.2782 1.7493
C -0.4894 -0.0778 1.9364
C -1.1824 -0.8645 2.8799
N -1.7540 -1.5112 3.6350
C -1.8446 1.9141 2.5893
C -2.9375 2.5771 2.0382
C -3.8627 3.1633 2.8836
C -3.6568 3.0701 4.2523
N -2.6157 2.4547 4.7849
C -1.7392 1.8895 3.9816
H -0.9003 1.4055 4.4647
H -4.3522 3.5066 4.9564
H -4.7261 3.6756 2.4889
H -3.0706 2.6076 0.9665
C -0.2484 3.3824 0.2862
H -1.1189 3.4742 -0.3687
H -0.3677 4.0947 1.1031
C 1.0504 3.6020 -0.5124
H 1.8052 4.0461 0.1383
H 0.8996 4.2686 -1.3586
C 1.5113 2.2024 -0.9510
H 1.1352 1.9329 -1.9427
H 2.5952 2.0977 -0.9719
H 1.6111 -0.8097 -1.2291
H 1.3787 -3.4446 -4.1415
H 1.0268 -1.3973 -7.3324
H -0.6248 -1.7947 -6.8686
H 0.6270 -3.0515 -6.8249
*
```

Summary:
Gap between HOMO and LUMO   0.31345 Eh
SMILES string   Cc1cc(NC(=O)CSc2nc3c(c(-c4cccnc4)c2C#N)CCC3)no1
LUMO level   -0.298 eV
Largest force on an atom   1.23 eV Å⁻¹
DFT total energy   -1594.787236 hartree

# 4
Density functional theory data (ωB97M-V/def2-TZVPD) for the molecule C23H29N3O4.

Geometry as ORCA input:
```
! wB97M-V def2-TZVPD RIJCOSX def2/J DEFGRID3
* xyz 0 1
C 6.7266 -0.0965 3.9142
H 5.6475 -0.1123 4.0503
H 7.0483 0.9407 3.8512
H 7.1935 -0.5526 4.7837
C 7.1138 -0.8542 2.6423
C 6.4700 -0.2255 1.4434
C 5.2260 -0.6393 0.9863
N 4.5972 -0.0931 -0.0398
C 5.1716 0.9159 -0.6810
C 6.4186 1.4104 -0.3094
C 7.0685 0.8323 0.7642
H 8.0378 1.1950 1.0767
H 6.8610 2.2305 -0.8540
C 4.4230 1.4899 -1.8520
N 3.0827 0.9655 -1.9150
C 2.0336 1.7504 -2.2579
O 2.1799 2.8957 -2.6481
C 0.6934 1.1098 -2.1512
C -0.4207 1.9429 -2.0501
C -1.6881 1.4176 -1.9589
C -1.8846 0.0335 -1.9812
C -0.7782 -0.8020 -2.1051
C 0.4944 -0.2645 -2.1884
H 1.3303 -0.9375 -2.3108
H -0.8922 -1.8741 -2.1545
O -3.1790 -0.3667 -1.9047
C -3.5113 -1.7386 -1.7660
C -3.1858 -2.2450 -0.3552
H -3.5657 -3.2631 -0.2627
H -2.1091 -2.2688 -0.1874
C -3.8275 -1.3122 0.6821
N -5.0872 -0.7980 0.1902
C -5.5314 0.4683 0.3233
O -6.5673 0.8531 -0.1887
C -4.6876 1.4172 1.1804
O -4.3242 0.9074 2.4436
C -5.4234 0.7468 3.3075
H -5.9283 1.7036 3.4846
H -5.0248 0.3661 4.2459
H -6.1537 0.0371 2.9026
H -3.7535 1.6429 0.6568
H -5.2648 2.3465 1.2864
C -5.7946 -1.7006 -0.6915
C -5.0249 -1.8419 -2.0113
H -5.2672 -2.7934 -2.4839
H -5.3039 -1.0339 -2.6874
H -6.7873 -1.2853 -0.8690
H -5.8948 -2.6689 -0.1917
H -3.1543 -0.4830 0.8946
H -3.9911 -1.8577 1.6205
H -2.9752 -2.3300 -2.5215
H -2.5559 2.0541 -1.8816
H -0.2632 3.0107 -2.0458
H 2.9539 0.1144 -1.3863
H 4.9671 1.2470 -2.7770
H 4.3656 2.5827 -1.7860
H 4.7030 -1.4579 1.4659
H 6.7937 -1.8943 2.7300
H 8.1997 -0.8369 2.5284
*
```

Summary:
Gap between HOMO and LUMO   0.33758 Eh
SMILES string   CCc1ccc(CNC(=O)c2ccc(OC3CCN(C(=O)COC)CC3)cc2)nc1
LUMO level   0.607 eV
Largest force on an atom   0.69 eV Å⁻¹
DFT total energy   -1359.086749 hartree

# 5
Density functional theory data (ωB97M-V/def2-TZVPD) for a cluster of 2 separate species, C12H19F3N4O4P in total at a distorted geometry.

Geometry as ORCA input:
```
! wB97M-V def2-TZVPD RIJCOSX def2/J DEFGRID3
* xyz 1 1
C 1.2763 1.5792 -3.7953
C -0.0538 0.9388 -3.2661
O 0.1764 -0.1482 -2.3300
C 0.8031 0.2382 -1.2220
C 0.4981 1.4457 -0.4211
N 1.0951 1.8771 0.6894
C 0.6747 3.1280 1.3782
C -0.5509 2.7672 2.3088
O -1.6499 2.8304 1.8579
N 2.0612 1.1863 1.2414
C 2.3909 0.0734 0.6324
C 3.5186 -0.7157 1.3822
F 4.5543 -1.0210 0.5788
F 3.0169 -1.8142 2.0161
F 4.0362 0.0501 2.3807
C 1.9057 -0.5534 -0.6042
P 2.5282 -2.1385 -1.3777
N 2.5483 -3.4437 -0.2316
O 1.4004 -2.6329 -2.5205
H 1.8115 2.1340 -2.9824
H 1.0801 2.3382 -4.5898
H 1.9022 0.7377 -4.1823
H -0.5651 0.4793 -4.1428
H -0.6760 1.7370 -2.8071
H -0.3344 2.0805 -0.7924
H 0.4248 3.8972 0.6190
H 1.5619 3.4734 1.9537
H -0.3754 2.4475 3.3729
H 3.4862 -3.4651 0.1746
H 1.8506 -3.2200 0.4817
H 0.7073 -3.0957 -2.0068
C -3.2675 -2.0733 0.1763
C -2.8252 -0.6788 0.5353
O -2.1384 0.0034 -0.2221
N -3.2100 -0.1833 1.7351
C -4.0147 -0.8298 2.7564
H -2.8847 -2.3291 -0.8094
H -2.8740 -2.7906 0.8986
H -4.3565 -2.1274 0.1494
H -2.8798 0.7558 1.9084
H -4.9049 -0.2246 2.9328
H -3.4329 -0.8813 3.6780
H -4.3144 -1.8318 2.4653
*
```

Summary:
Gap between HOMO and LUMO   0.26788 Eh
LUMO level   -4.762 eV
Largest force on an atom   3.97 eV Å⁻¹
DFT total energy   -1629.316748 hartree

# 6
Density functional theory data (ωB97M-V/def2-TZVPD) for a structure of composition C14H17IN2OTi at a distorted geometry.

Geometry as ORCA input:
```
! wB97M-V def2-TZVPD RIJCOSX def2/J DEFGRID3
* xyz 0 3
C 1.1475 2.4707 0.9580
C 2.8104 0.6011 -0.0122
H 0.1745 2.8803 0.3856
H 2.1857 2.9378 0.6663
H 1.1764 2.1457 2.0566
H 2.8243 0.3570 -1.2123
H 3.4219 1.5735 0.3037
H 2.6557 -0.1374 0.9090
C -2.3115 1.3116 -0.3179
C -3.5950 1.1200 -0.8214
C -3.8068 0.0795 -1.7249
C -2.7526 -0.7393 -2.0974
H -2.0811 2.1508 0.3644
H -4.3965 1.7878 -0.5027
H -4.7951 -0.0967 -2.1579
H -2.8514 -1.5382 -2.8347
N -1.3088 0.4965 -0.6333
C -1.4800 -0.5421 -1.5034
C -0.3385 -1.4791 -1.7532
N 0.8790 -1.1764 -1.2434
C 1.9062 -2.0494 -1.2918
C 0.5269 -3.6270 -2.4812
C 1.7490 -3.3044 -1.8903
H 2.8346 -1.7423 -0.8400
H 2.5983 -3.9870 -1.8845
C -0.5122 -2.6972 -2.4188
H -1.4970 -2.9044 -2.8788
H 0.3796 -4.5798 -2.9790
Ti 0.9746 0.9189 -0.1021
I 1.0295 2.2623 -2.4022
C -0.9288 0.5322 3.0154
C 0.1417 0.4134 1.9768
O 0.7053 -0.5285 1.5061
H -1.7055 1.2149 2.6256
H -0.4801 0.9947 3.9112
H -1.4209 -0.4107 3.2810
*
```

Summary:
Gap between HOMO and LUMO (alpha / beta)   0.17335 / 0.26587 Eh
LUMO level (alpha / beta)   -0.693 / -0.639 eV
Largest force on an atom   5.49 eV Å⁻¹
DFT total energy   -1875.395801 hartree

> Among the records above, which one has the highest largest force on an atom?

C14H17IN2OTi

> Among the records above, which one has the lowest DFT total energy?

C14H17IN2OTi

What did the second record say?
Density functional theory data (ωB97M-V/def2-TZVPD) for a cluster of 2 separate species, C6H12O4 in total at a distorted geometry.

Geometry as ORCA input:
```
! wB97M-V def2-TZVPD RIJCOSX def2/J DEFGRID3
* xyz 0 1
C 0.4875 2.9376 0.2607
C 0.6442 1.5527 0.8177
O 0.1415 1.1940 1.8601
H 0.2909 3.6451 1.0708
H 1.3805 3.2279 -0.3070
H -0.3625 2.9331 -0.4374
O 1.0178 0.5715 -0.3165
C 0.6170 -0.7891 -0.2053
C -0.6092 -1.0580 -1.0469
C -1.3035 -2.4028 -0.7827
C -2.4661 -1.5381 -0.2756
O -1.7636 -0.3235 -0.5996
H 1.4474 -1.4094 -0.5746
H 0.4199 -1.0290 0.8485
H -0.3940 -0.8340 -2.1034
H -1.5140 -2.9999 -1.6756
H -0.8203 -3.0288 -0.0229
H -3.4048 -1.6229 -0.8422
H -2.6807 -1.6089 0.8007
O 3.0559 1.2623 1.2141
H 2.8446 0.6496 0.3479
H 2.9717 0.6707 1.9691
*
```

Summary:
Gap between HOMO and LUMO   0.38438 Eh
SMILES string   CC(=O)OC[C@H]1CCO1.O
LUMO level   0.787 eV
Largest force on an atom   4.03 eV Å⁻¹
DFT total energy   -536.715725 hartree